Version w
{"formula": "C3H5NOS", "method": "ωB97M-V/def2-TZVPD", "symbols": ["C", "C", "C", "H", "H", "H", "H", "H", "N", "O", "S"], "xyz": [[0.62106, -0.89299, 0.79884], [0.43283, 0.42064, 0.65586], [-0.24309, 0.97219, -0.56099], [0.30869, -2.77802, 0.02195], [-0.20771, -1.47078, -1.00775], [0.66385, -1.46526, 1.86296], [0.49061, 1.13723, 1.46391], [-0.97546, 2.72171, -1.38850], [0.25856, -1.81279, -0.18176], [-0.61200, 0.45834, -1.58427], [-0.73735, 2.70972, -0.08025]], "smiles": "N/C=C\\C(=O)S", "homo_lumo_gap_ev": 9.485, "e_homo_ha": -0.3256}

=====

Version x
{"formula": "C3H5NOS", "method": "ωB97M-V/def2-TZVPD", "symbols": ["C", "C", "C", "N", "O", "S", "H", "H", "H", "H", "H"], "xyz": [[0.08198, -0.39972, 0.01420], [0.52817, 1.21109, -0.04922], [-1.31688, -0.94192, 0.07479], [1.12473, -1.13219, -0.02237], [1.89615, 1.18957, 0.15538], [2.58721, -0.31802, 0.09087], [0.29810, 1.70163, -0.97373], [-0.09846, 1.79071, 0.64020], [-1.81387, -0.21278, -0.52034], [-1.84837, -0.90125, 0.97393], [-1.43874, -1.98713, -0.38370]], "smiles": "CC1=NSOC1", "homo_lumo_gap_ev": 8.905, "e_homo_ha": -0.2964}

=====

Preferred: version w; penalty for the next structure: 105.7 kJ/mol.

=====

Version w
{"formula": "C50H79AsN3O3P3S3SbSi2Ti", "method": "ωB97M-V/def2-TZVPD", "symbols": ["Ti", "C", "N", "P", "C", "C", "C", "C", "C", "C", "C", "C", "C", "C", "C", "C", "P", "C", "C", "C", "C", "C", "C", "C", "C", "C", "C", "C", "C", "H", "H", "H", "H", "H", "H", "H", "H", "H", "H", "H", "H", "H", "H", "H", "H", "H", "H", "H", "H", "H", "H", "H", "C", "C", "O", "P", "S", "S", "O", "C", "C", "H", "H", "H", "H", "H", "H", "H", "H", "H", "H", "C", "C", "Sb", "C", "C", "C", "C", "H", "H", "H", "H", "H", "H", "H", "H", "H", "H", "H", "H", "H", "H", "H", "N", "C", "S", "C", "C", "C", "N", "C", "C", "H", "H", "H", "H", "H", "H", "C", "Si", "C", "C", "As", "Si", "C", "C", "C", "H", "H", "H", "H", "H", "H", "H", "H", "H", "H", "H", "H", "H", "H", "H", "H", "H", "H", "C", "C", "C", "O", "H", "H", "H", "H", "H", "H", "H"], "xyz": [[0.08610, 0.38657, -0.17727], [2.95627, 2.33039, 1.78318], [3.50816, 1.00431, 1.50734], [2.70995, 0.62107, -0.67981], [4.24287, -0.44205, -1.02114], [5.21329, -0.75896, -0.07100], [6.35285, -1.47686, -0.42008], [6.56327, -1.87481, -1.73094], [5.62047, -1.54125, -2.69407], [4.47439, -0.84061, -2.34033], [3.47053, 2.13245, -1.42567], [2.89725, 2.78554, -2.50887], [3.55752, 3.84329, -3.12500], [4.78571, 4.27731, -2.64742], [5.36113, 3.63284, -1.55986], [4.71382, 2.55911, -0.96434], [2.45260, -0.10536, 2.22664], [2.75642, 0.09987, 4.03887], [3.86606, 0.78435, 4.52561], [4.04948, 0.95874, 5.89354], [3.12932, 0.43985, 6.79560], [2.02421, -0.25946, 6.32257], [1.84205, -0.41718, 4.95540], [3.24554, -1.79337, 2.03299], [3.83159, -2.49112, 3.09624], [4.27095, -3.80440, 2.95409], [4.14608, -4.45936, 1.73601], [3.57467, -3.78362, 0.66609], [3.12271, -2.48117, 0.82209], [3.64972, 3.10647, 1.45200], [2.76577, 2.50851, 2.85141], [2.00150, 2.50918, 1.26325], [5.07662, -0.42356, 0.94435], [7.07698, -1.72678, 0.34698], [7.45189, -2.43236, -2.00235], [5.77520, -1.82196, -3.72913], [3.74874, -0.60063, -3.10505], [1.95866, 2.42414, -2.90199], [3.10714, 4.32423, -3.98593], [5.29845, 5.10354, -3.12612], [6.32584, 3.95302, -1.18433], [5.18683, 2.03031, -0.14552], [4.58831, 1.16591, 3.81180], [4.91407, 1.50259, 6.25571], [3.26801, 0.58258, 7.86029], [1.30231, -0.67097, 7.01810], [0.97880, -0.96815, 4.59126], [3.95849, -2.01066, 4.05629], [4.71654, -4.31233, 3.80203], [4.48362, -5.48301, 1.62228], [3.47037, -4.27178, -0.29616], [2.66399, -2.00117, -0.03350], [-4.81395, -1.54188, -4.97051], [-3.97941, -1.04842, -3.81009], [-2.73491, -0.55838, -4.31393], [-1.31365, -0.70636, -3.48180], [1.45967, -0.13332, -2.20131], [-1.93314, -0.02633, -1.58785], [-1.32980, -2.34957, -3.16068], [-0.83306, -3.16370, -4.22647], [-0.81049, -4.59674, -3.74808], [-5.76517, -1.94015, -4.60796], [-4.28714, -2.33327, -5.50749], [-5.01747, -0.73139, -5.67243], [-3.80280, -1.85236, -3.09380], [-4.48432, -0.23460, -3.28384], [0.17084, -2.82897, -4.50686], [-1.47761, -3.06049, -5.10510], [-0.05626, -4.73683, -2.97042], [-0.57454, -5.26953, -4.57610], [-1.78305, -4.87383, -3.33755], [-4.19546, -3.22959, 3.27783], [-4.93210, -2.24837, 2.35545], [-3.52768, -1.39385, 0.91962], [-4.94114, -0.05118, -0.01962], [-6.23238, 0.19330, 0.75917], [-3.70352, -3.08287, -0.42330], [-5.09805, -3.37327, -0.97605], [-4.84885, -3.64669, 4.04980], [-3.35940, -2.74018, 3.78729], [-3.77942, -4.07137, 2.71530], [-5.36427, -1.43092, 2.93824], [-5.75795, -2.74916, 1.84401], [-5.14960, -0.45207, -1.01199], [-4.39552, 0.88024, -0.17500], [-6.80206, -0.72735, 0.90101], [-6.87726, 0.90422, 0.23427], [-6.03294, 0.60870, 1.75065], [-3.33180, -3.94314, 0.14275], [-2.99238, -2.89518, -1.23051], [-5.81606, -3.58598, -0.18087], [-5.08828, -4.24228, -1.64239], [-5.48638, -2.52999, -1.55097], [0.18885, -5.98533, 3.15206], [0.16485, -5.83349, 1.81769], [0.28340, -7.11263, 0.80006], [0.00724, -4.40275, 1.34721], [0.06662, -4.09872, 0.00555], [0.05790, -2.76954, -0.38953], [-0.03809, -1.76030, 0.47717], [-0.20404, -2.05642, 1.76722], [-0.17326, -3.35428, 2.23923], [0.43817, -6.90582, 3.47811], [0.46378, -5.21333, 3.73671], [0.16103, -4.88941, -0.72696], [0.13820, -2.49581, -1.43265], [-0.34761, -1.21533, 2.42871], [-0.30561, -3.50733, 3.30099], [-2.75457, 3.64468, -2.91944], [-0.88982, 3.52734, -2.95698], [-0.25863, 5.21164, -3.50343], [-0.45392, 2.42878, -4.41164], [-0.29348, 2.82266, -0.82161], [0.36179, 4.85978, 0.06213], [0.66522, 4.89844, 1.91337], [-1.15425, 5.97022, -0.05587], [1.82674, 5.75336, -0.65721], [-3.16155, 3.99829, -3.87477], [-3.08037, 4.31677, -2.12142], [-3.16751, 2.65307, -2.70554], [-0.88521, 5.52106, -4.34766], [0.77484, 5.14000, -3.85595], [-0.29228, 5.99626, -2.75044], [-0.30100, 3.06412, -5.29044], [-1.26586, 1.72846, -4.62917], [0.44692, 1.82847, -4.25671], [-0.21507, 4.57423, 2.47247], [0.87281, 5.94006, 2.18588], [1.50847, 4.29271, 2.23957], [-1.94874, 5.52291, 0.54998], [-1.55017, 6.07144, -1.06682], [-0.93691, 6.97238, 0.33210], [2.75833, 5.25343, -0.36963], [1.83753, 6.77572, -0.26328], [1.81029, 5.79714, -1.74559], [-0.32272, 1.86870, 3.48601], [-1.20072, 1.83720, 2.25573], [-2.65449, 1.60284, 2.62150], [-0.74156, 0.87441, 1.32436], [-0.61150, 2.71304, 4.11615], [0.72749, 1.98410, 3.22233], [-0.43221, 0.94944, 4.06820], [-1.15406, 2.80614, 1.75882], [-2.78493, 0.64233, 3.12593], [-3.28699, 1.62282, 1.73257], [-2.98182, 2.39827, 3.29610]], "total_charge": -1, "homo_lumo_gap_ev": 5.048, "e_homo_ha": -0.1462}

=====

Version x
{"formula": "C50H79AsN3O3P3S3SbSi2Ti", "method": "ωB97M-V/def2-TZVPD", "symbols": ["Ti", "C", "N", "P", "C", "C", "C", "C", "C", "C", "C", "C", "C", "C", "C", "C", "P", "C", "C", "C", "C", "C", "C", "C", "C", "C", "C", "C", "C", "H", "H", "H", "H", "H", "H", "H", "H", "H", "H", "H", "H", "H", "H", "H", "H", "H", "H", "H", "H", "H", "H", "H", "C", "C", "O", "P", "S", "S", "O", "C", "C", "H", "H", "H", "H", "H", "H", "H", "H", "H", "H", "C", "C", "Sb", "C", "C", "C", "C", "H", "H", "H", "H", "H", "H", "H", "H", "H", "H", "H", "H", "H", "H", "H", "N", "C", "S", "C", "C", "C", "N", "C", "C", "H", "H", "H", "H", "H", "H", "C", "Si", "C", "C", "As", "Si", "C", "C", "C", "H", "H", "H", "H", "H", "H", "H", "H", "H", "H", "H", "H", "H", "H", "H", "H", "H", "H", "C", "C", "C", "O", "H", "H", "H", "H", "H", "H", "H"], "xyz": [[-0.28127, -0.28813, 0.11896], [0.00745, 1.06417, 3.86828], [0.19745, 2.20505, 2.97562], [-1.45658, 1.74339, 1.41819], [-1.78044, 3.60690, 1.31967], [-1.05474, 4.56878, 2.02207], [-1.40329, 5.91447, 1.96242], [-2.50133, 6.32616, 1.22301], [-3.25277, 5.37571, 0.54476], [-2.89067, 4.03489, 0.58702], [-2.87557, 1.49782, 2.58382], [-3.91516, 0.62730, 2.27911], [-5.02431, 0.52781, 3.11243], [-5.09610, 1.28431, 4.27332], [-4.05935, 2.15456, 4.58505], [-2.96432, 2.27041, 3.73979], [1.48867, 1.85869, 1.93275], [2.97231, 2.00614, 3.03529], [2.89367, 2.58516, 4.29887], [4.00974, 2.63710, 5.12783], [5.22677, 2.12219, 4.69874], [5.32363, 1.55966, 3.43122], [4.20203, 1.49937, 2.61474], [1.76620, 3.43304, 0.95069], [2.85096, 4.28998, 1.18254], [3.12665, 5.36287, 0.33923], [2.31989, 5.61842, -0.76089], [1.24023, 4.78364, -1.01094], [0.98205, 3.70461, -0.17666], [-0.73514, 1.30656, 4.63222], [0.92750, 0.76921, 4.39103], [-0.35595, 0.17013, 3.33899], [-0.22142, 4.25481, 2.62967], [-0.80551, 6.64382, 2.49809], [-2.77515, 7.37398, 1.17872], [-4.12971, 5.67392, -0.01802], [-3.48045, 3.31137, 0.04257], [-3.87756, 0.06664, 1.35797], [-5.83521, -0.14094, 2.84351], [-5.96049, 1.20833, 4.92382], [-4.11126, 2.75957, 5.48314], [-2.18098, 2.98360, 3.96676], [1.94668, 3.00806, 4.61589], [3.92919, 3.08079, 6.11365], [6.09390, 2.15458, 5.34738], [6.27038, 1.16052, 3.08518], [4.28609, 1.06549, 1.62146], [3.49261, 4.13262, 2.03674], [3.97723, 6.00252, 0.54936], [2.53605, 6.45037, -1.42228], [0.59721, 4.96477, -1.86571], [0.14984, 3.06335, -0.43025], [-2.88334, -3.10179, -5.86879], [-2.16723, -2.73857, -4.58494], [-3.06138, -2.00496, -3.74366], [-2.55741, -0.77993, -2.75007], [-2.22583, 1.17439, -0.45177], [-0.94126, -1.71732, -1.80370], [-1.69747, 0.13871, -3.85407], [-2.49233, 1.03666, -4.63261], [-1.57019, 1.85658, -5.50675], [-2.20628, -3.64477, -6.53395], [-3.22621, -2.19714, -6.37602], [-3.75369, -3.72706, -5.65991], [-1.28006, -2.14119, -4.80149], [-1.84678, -3.63850, -4.05278], [-3.07352, 1.68347, -3.96689], [-3.19651, 0.46801, -5.24861], [-0.97065, 2.54290, -4.90404], [-2.15341, 2.44602, -6.21892], [-0.89405, 1.20138, -6.06002], [5.12114, -1.90732, -3.11904], [4.08373, -3.03793, -3.17237], [2.14423, -2.29984, -2.46468], [1.11260, -4.21428, -2.59977], [2.01410, -5.44240, -2.71931], [1.62389, -1.48915, -4.41546], [1.56667, -2.48730, -5.57127], [6.11851, -2.24864, -3.41353], [5.20026, -1.49434, -2.10755], [4.84599, -1.08311, -3.78595], [4.39246, -3.86357, -2.52400], [4.00586, -3.43740, -4.18803], [0.42680, -4.14749, -3.44564], [0.49331, -4.27013, -1.70370], [2.62228, -5.40890, -3.62640], [1.41730, -6.35913, -2.75024], [2.69487, -5.52359, -1.86695], [2.37212, -0.71528, -4.61773], [0.66273, -0.98804, -4.28438], [2.53011, -2.97877, -5.72757], [1.30011, -1.98730, -6.50907], [0.82113, -3.26532, -5.39243], [5.11690, 3.27566, -3.00643], [3.85434, 3.23193, -3.46640], [3.40936, 4.13274, -4.77201], [2.92805, 2.31294, -2.73263], [1.59218, 2.22661, -3.06975], [0.73410, 1.47141, -2.28815], [1.13653, 0.78715, -1.21649], [2.44478, 0.78265, -0.95352], [3.35853, 1.52585, -1.66964], [5.68994, 4.00343, -3.40227], [5.30030, 3.03506, -2.04430], [1.22007, 2.77785, -3.92211], [-0.32100, 1.41669, -2.51546], [2.75177, 0.16237, -0.12619], [4.39962, 1.47072, -1.38151], [-3.29641, -4.43123, -0.07573], [-3.75198, -2.79759, 0.73828], [-5.03263, -3.21599, 2.06781], [-4.79633, -1.84718, -0.50954], [-1.68987, -1.92165, 1.43620], [-1.86857, -2.52657, 3.68789], [-0.30627, -2.32437, 4.72875], [-2.01791, -4.41477, 3.67963], [-3.22116, -1.83303, 4.78701], [-4.17724, -4.98221, -0.42991], [-2.73957, -5.06041, 0.62404], [-2.64212, -4.22734, -0.93131], [-5.75146, -3.91665, 1.62765], [-5.58177, -2.31832, 2.37370], [-4.62255, -3.67249, 2.96873], [-5.85520, -2.07367, -0.34166], [-4.54133, -2.13692, -1.53392], [-4.66284, -0.76212, -0.44492], [0.53513, -2.87185, 4.29451], [-0.49997, -2.73997, 5.72527], [0.00036, -1.28572, 4.85511], [-1.11142, -4.82363, 3.21995], [-2.86257, -4.76821, 3.08519], [-2.11161, -4.82070, 4.69392], [-3.01314, -0.78501, 5.03360], [-3.26670, -2.40917, 5.71799], [-4.20254, -1.86401, 4.30930], [2.51009, -1.52816, 2.65356], [1.62254, -2.20339, 1.62783], [2.38602, -3.30255, 0.90556], [1.06134, -1.27200, 0.72518], [2.80298, -2.25292, 3.41620], [1.98714, -0.70858, 3.14214], [3.41485, -1.13210, 2.18389], [0.79986, -2.68881, 2.14740], [3.24028, -2.89391, 0.35948], [1.73294, -3.82430, 0.20295], [2.75179, -4.02171, 1.64235]], "total_charge": -1, "homo_lumo_gap_ev": 4.873, "e_homo_ha": -0.1439}

=====

Preferred: version w; penalty for the next structure: 20.4 kJ/mol.